# 1
C3H8N4S | ωB97M-V with the def2-TZVPD basis set

Structure (XYZ):
```
16
C3H8N4S (ωB97M-V with the def2-TZVPD basis set)
C 3.5833 -0.3682 0.1573
C 2.0636 -0.1145 -0.2113
N 1.1909 -0.9869 0.1005
N -0.0836 -0.8871 -0.2834
C -0.9036 0.1984 -0.0058
S -0.3109 1.7548 0.0608
N -2.2230 -0.0052 -0.0426
N -2.7670 -1.2821 0.0702
H 4.0959 0.3968 0.7868
H 4.1598 -0.8366 -0.8043
H 3.5457 -1.4077 0.6356
H 1.8959 0.8340 -0.8039
H -0.8437 -1.5481 -0.0378
H -2.5940 0.9305 -0.0327
H -3.8042 -1.0496 -0.4747
H -2.7631 -1.5615 1.2048
```

The value obtained for the energy relative to the best compared isomer or geometry (same formula, charge and spin) is 424.5 kJ/mol. The calculation puts the LUMO energy at 0.178 eV. As for the total energy: -736.1564 a.u. The value obtained for the orbital gap is 8.26 eV. Its charge is 0. As for the highest occupied orbital energy: -8.08 eV.

# 2
C5H12NO | ωB97M-V with the def2-TZVPD basis set

Structure (XYZ):
```
19
C5H12NO (ωB97M-V with the def2-TZVPD basis set)
C 2.8945 0.2977 1.6018
C 1.6566 1.1248 1.1779
C 0.3872 0.3297 1.4222
C -0.5635 0.1686 0.4586
N -1.0222 -1.1418 0.1614
C -1.6467 -1.4237 -0.9361
H 3.8054 0.5448 1.0351
H 2.8263 -0.6826 1.0753
H 3.2061 0.2909 2.6825
H 1.6014 1.3776 0.1277
H 1.4640 1.9977 1.8081
H 0.3231 0.0265 2.4694
H -1.2441 0.7820 -0.1423
H -0.4558 -1.9819 0.4372
H -1.6766 -0.6644 -1.7291
H -2.5857 -1.9478 -1.0769
H -3.1625 1.0587 -3.3626
H -3.1995 -0.4382 -3.7290
O -2.6080 0.2812 -3.4812
```

The value obtained for the energy relative to the best compared isomer or geometry (same formula, charge and spin) is 483.2 kJ/mol. The calculation puts the LUMO energy at -6.059 eV. As for the total energy: -327.2756 a.u. The value obtained for the orbital gap is 7.02 eV. Its charge is +1. As for the highest occupied orbital energy: -13.08 eV.

# 3
C33H66BBrN10O4P3 | ωB97M-V with the def2-TZVPD basis set

Structure (XYZ):
```
118
C33H66BBrN10O4P3 (ωB97M-V with the def2-TZVPD basis set)
C 7.5237 -0.3893 1.1644
P 7.5211 1.4453 0.9528
O 7.5446 1.9726 2.5899
B 5.7131 1.9166 0.3427
N 5.5062 1.4739 -1.0898
P 5.6574 3.9025 0.5510
O 7.0437 4.3833 -0.2529
Br 3.9805 4.5251 -0.8287
P 4.2216 1.2737 1.4524
N 2.8567 1.1203 0.6984
O 4.0614 2.2618 2.7220
O 4.5887 -0.1434 2.1748
H 6.6025 -0.8779 0.8610
H 7.7471 -0.6054 2.2085
H 8.3325 -0.7894 0.5507
H 8.3995 2.3854 2.7128
H 5.3562 0.4805 -1.2013
H 6.2862 1.7467 -1.6782
H 7.7230 4.3222 0.4344
H 2.1608 1.7403 1.1019
H 4.9276 2.6459 2.9279
H 4.4647 -0.8497 1.5312
C 8.8838 6.7556 5.4515
C 7.5246 6.1625 5.0994
C 7.6157 5.0319 4.0710
C 8.0852 5.5074 2.7729
N 8.3841 5.9039 1.7375
H 9.3501 7.2168 4.5797
H 8.7842 7.5216 6.2209
H 9.5602 5.9864 5.8296
H 6.8664 6.9445 4.7181
H 7.0536 5.7616 5.9984
H 6.6421 4.5669 3.9131
H 8.2855 4.2461 4.4249
C 0.9180 -1.3716 1.9006
C 0.5381 -0.6453 3.1798
C -0.1591 -1.5435 4.2094
C -1.4658 -2.0233 3.7626
N -2.4965 -2.3911 3.4148
H 0.0408 -1.7334 1.3579
H 1.4703 -0.6880 1.2522
H 1.5605 -2.2297 2.1172
H -0.1000 0.2089 2.9467
H 1.4417 -0.2459 3.6427
H -0.3065 -1.0062 5.1484
H 0.4667 -2.4101 4.4309
C -5.7694 -2.2021 2.3330
C -7.1323 -2.8810 2.2886
C -7.1864 -4.0584 1.3081
C -7.0474 -3.6363 -0.0846
N -6.9790 -3.2953 -1.1784
H -5.5137 -1.7498 1.3738
H -5.7627 -1.4132 3.0839
H -4.9803 -2.9071 2.5926
H -7.9093 -2.1592 2.0305
H -7.3782 -3.2625 3.2823
H -8.1384 -4.5849 1.3990
H -6.3978 -4.7777 1.5363
C -5.0676 -3.6675 6.1910
C -6.1697 -4.2846 7.0425
C -7.5584 -4.1342 6.4117
C -7.9843 -2.7390 6.3147
N -8.3195 -1.6440 6.2415
H -5.1917 -2.5883 6.0950
H -4.0897 -3.8496 6.6342
H -5.0607 -4.0945 5.1864
H -6.1695 -3.8351 8.0367
H -5.9798 -5.3511 7.1763
H -8.3037 -4.6765 6.9955
H -7.5620 -4.5665 5.4089
C 2.6773 -1.4621 -4.9312
C 3.0716 -0.0045 -4.7251
C 4.5833 0.2228 -4.8197
C 5.2983 -0.4433 -3.7378
N 5.8281 -0.8696 -2.8149
H 3.0999 -2.0963 -4.1505
H 1.5938 -1.5773 -4.9035
H 3.0287 -1.8326 -5.8971
H 2.7197 0.3424 -3.7527
H 2.5878 0.6177 -5.4806
H 4.8134 1.2875 -4.7561
H 4.9693 -0.1360 -5.7763
C -9.6993 -1.6893 -2.4500
C -11.2020 -1.9104 -2.5732
C -11.7517 -1.5425 -3.9558
C -11.6398 -0.1125 -4.2390
N -11.5633 1.0119 -4.4543
H -9.4421 -0.6355 -2.5663
H -9.3409 -2.0137 -1.4763
H -9.1533 -2.2577 -3.2043
H -11.7283 -1.3347 -1.8099
H -11.4320 -2.9621 -2.3914
H -12.8044 -1.8190 -4.0333
H -11.2180 -2.0940 -4.7320
C -6.7268 -3.3269 -5.9072
C -6.5642 -4.7904 -5.5145
C -5.2411 -5.0635 -4.7917
C -4.0833 -4.8542 -5.6592
N -3.1768 -4.7067 -6.3471
H -5.9597 -3.0212 -6.6198
H -7.6986 -3.1581 -6.3717
H -6.6546 -2.6792 -5.0319
H -6.6336 -5.4244 -6.4004
H -7.3770 -5.0824 -4.8472
H -5.2133 -6.0925 -4.4308
H -5.1554 -4.4152 -3.9176
C 7.9584 6.2459 -5.3436
C 6.8415 6.3707 -4.3130
C 7.0749 5.5095 -3.0678
C 7.0489 4.0866 -3.3907
N 7.0305 2.9847 -3.7125
H 8.0277 5.2265 -5.7259
H 7.7830 6.9100 -6.1913
H 8.9237 6.5082 -4.9057
H 5.8876 6.0991 -4.7687
H 6.7551 7.4104 -3.9913
H 6.3129 5.7120 -2.3186
H 8.0324 5.7532 -2.6058
```

The calculation puts the LUMO energy at 1.465 eV. As for the total energy: -5768.6331 a.u. The value obtained for the orbital gap is 5.59 eV. Its charge is -1. As for the highest occupied orbital energy: -4.13 eV.

# 4
C2H4ClFS | ωB97M-V with the def2-TZVPD basis set

Structure (XYZ):
```
9
C2H4ClFS (ωB97M-V with the def2-TZVPD basis set)
C -0.5928 0.8260 -0.6176
C 0.6695 0.3685 -0.5022
S 0.8508 -1.3650 -0.2887
Cl 2.1148 1.3736 -0.7796
H -0.9078 1.8026 -0.8807
H -1.4356 0.0616 -0.6158
H -0.4945 -1.5498 -0.6302
F -0.2893 -0.3442 2.0240
H 0.0849 -1.1732 2.2908
```

The value obtained for the energy relative to the best compared isomer or geometry (same formula, charge and spin) is 128.8 kJ/mol. The calculation puts the LUMO energy at 0.470 eV. As for the total energy: -1036.7944 a.u. The value obtained for the orbital gap is 9.30 eV. Its charge is 0. As for the highest occupied orbital energy: -8.83 eV.